1.
Below is the molecule C10H20P2, with properties calculated with ωB97M-V/def2-TZVPD.

Calculated values
Strongest force on any atom = 0.0816 hartree/bohr
Lowest unoccupied orbital energy (alpha / beta) = -1.6 / -1.6 eV
Highest occupied orbital energy (alpha / beta) = -7.2444 / -7.2374 eV
Frontier orbital gap (alpha / beta) = 5.6046 / 5.5978 eV
ΔE to the lowest compared entry with this formula, charge and spin = 3.543 eV
E_tot = -1075.51359 Ha

```
! wB97M-V def2-TZVPD RIJCOSX def2/J DEFGRID3
* xyz 0 1
C -0.650 1.034 1.678
C 1.164 -0.466 0.011
C -2.773 2.050 1.142
C -1.298 1.187 -0.723
C -0.734 3.309 0.653
C 0.037 -2.603 -0.741
C 2.421 -2.507 0.025
C 1.788 -1.434 -2.146
C -1.348 1.873 0.615
C 1.273 -1.749 -0.712
P 0.342 -0.297 1.569
P 1.177 -1.661 2.771
H -1.045 1.147 2.665
H 2.089 0.136 -0.130
H -3.372 1.122 1.291
H -2.839 2.584 2.004
H -3.384 2.652 0.409
H -1.450 1.914 -1.573
H -2.098 0.453 -0.655
H -0.311 0.742 -0.746
H 0.341 3.256 0.375
H -1.103 4.041 -0.132
H -0.910 3.790 1.606
H 0.153 -3.609 -1.000
H -0.487 -2.625 0.151
H -0.702 -2.186 -1.477
H 3.002 -2.980 -0.716
H 1.998 -3.249 0.592
H 2.963 -1.773 0.640
H 2.820 -0.827 -2.010
H 1.917 -2.424 -2.686
H 1.020 -0.900 -2.749
*
```

Charges per atom according to Mulliken partitioning, unit e: -1.169 -1.283 -2.068 -1.371 -1.589 -1.978 -2.059 -1.479 2.201 2.376 0.613 -0.063 0.265 0.425 0.395 0.575 0.387 0.346 0.341 0.218 0.344 0.366 0.394 0.490 0.511 0.330 0.515 0.469 0.396 0.331 0.404 0.367



2.
Below is a cluster of 2 separate species, C7H3N2O3 in total, with properties calculated with ωB97M-V/def2-TZVPD.

Calculated values
Strongest force on any atom = 0.0766 hartree/bohr
Lowest unoccupied orbital energy = 3.1 eV
Highest occupied orbital energy = -3.1397 eV
Frontier orbital gap = 6.2755 eV
ΔE to the lowest compared entry with this formula, charge and spin = 6.357 eV
E_tot = -603.57992 Ha

```
! wB97M-V def2-TZVPD RIJCOSX def2/J DEFGRID3
* xyz -1 1
C 2.996 -0.686 -1.736
C -1.239 -1.379 -0.267
C -0.018 -1.467 -0.961
C -1.590 -0.359 0.560
C 0.924 -0.437 -0.861
C -0.664 0.663 0.749
C 0.525 0.649 -0.035
N 1.165 1.828 -0.026
N -0.706 1.866 1.283
O -1.569 2.539 1.981
O 3.782 -0.528 -0.938
O 0.442 2.629 0.790
H -1.821 -2.222 -0.260
H 0.259 -2.445 -1.512
H -2.485 -0.649 1.234
*
```

Charges per atom according to Mulliken partitioning, unit e: -0.112 -0.333 -0.447 -0.674 -0.757 0.532 0.965 -0.469 0.626 -0.771 -0.224 -0.189 0.427 0.212 0.213



3.
Below is the ion C10H10NO2S with charge -1, with properties calculated with ωB97M-V/def2-TZVPD.

Calculated values
Strongest force on any atom = 0.0927 hartree/bohr
Lowest unoccupied orbital energy (alpha / beta) = 2.1 / 2.1 eV
Highest occupied orbital energy (alpha / beta) = -2.2142 / -2.2155 eV
Frontier orbital gap (alpha / beta) = 4.3168 / 4.3185 eV
SMILES = C=CC[C@H](S[O-])c1ccccc1N=O
E_tot = -990.29036 Ha

```
! wB97M-V def2-TZVPD RIJCOSX def2/J DEFGRID3
* xyz -1 1
C 3.791 0.799 -0.824
C 2.756 1.202 -1.650
C 3.493 0.252 0.429
C 1.493 0.620 -1.402
C 2.252 -0.158 0.789
C 1.281 -0.155 -0.241
C -1.770 -2.015 2.551
C -1.508 -2.062 1.242
C 0.067 -1.088 -0.603
C -0.189 -2.108 0.568
N 2.213 -0.262 2.265
O 3.304 -0.237 2.903
O 1.201 -3.236 -1.698
S 0.399 -2.049 -2.171
H 4.658 0.831 -1.295
H 2.735 1.875 -2.493
H 4.297 0.035 1.127
H 0.820 0.492 -2.217
H -2.793 -1.777 2.746
H -1.128 -1.715 3.331
H -2.372 -2.097 0.556
H -0.795 -0.465 -0.769
H 0.644 -1.759 1.226
H -0.001 -3.156 0.221
*
```

Charges per atom according to Mulliken partitioning, unit e: -0.876 -0.487 0.011 -0.909 0.148 0.642 -0.846 -0.239 -0.426 -0.326 -0.032 -0.422 -0.672 0.076 0.481 0.378 0.428 0.374 0.254 0.352 0.264 0.411 -0.027 0.443



4.
Below is a cluster of 7 separate species, H14O7 in total, with properties calculated with ωB97M-V/def2-TZVPD.

Calculated values
Strongest force on any atom = 0.0085 hartree/bohr
Lowest unoccupied orbital energy = 0.2 eV
Highest occupied orbital energy = -10.5783 eV
Frontier orbital gap = 10.8203 eV
SMILES = O.O.O.O.O.O.O
ΔE to the lowest compared entry with this formula, charge and spin = 2.297 eV
E_tot = -535.03941 Ha

```
! wB97M-V def2-TZVPD RIJCOSX def2/J DEFGRID3
* xyz 0 1
O -1.276 -0.959 0.348
H -1.301 -0.738 -0.583
H -2.157 -0.761 0.666
O 0.187 -2.215 -3.061
H -0.052 -3.120 -2.864
H -0.231 -2.034 -3.903
O -3.912 3.080 0.951
H -4.589 2.410 1.043
H -3.995 3.616 1.739
O 1.423 -3.568 0.761
H 1.308 -4.427 0.356
H 0.580 -3.131 0.639
O 1.927 0.392 2.489
H 0.971 0.379 2.529
H 2.167 1.276 2.768
O 3.284 -0.501 -1.211
H 3.445 0.383 -1.540
H 2.799 -0.934 -1.913
O 0.039 3.432 0.009
H -0.914 3.377 0.078
H 0.295 4.045 0.699
*
```

Charges per atom according to Mulliken partitioning, unit e: -0.609 0.315 0.303 -0.614 0.310 0.310 -0.619 0.311 0.316 -0.608 0.291 0.306 -0.598 0.304 0.292 -0.612 0.299 0.306 -0.630 0.319 0.305



5.
Below is a structure of composition C3H5NO, with properties calculated with ωB97M-V/def2-TZVPD.

Calculated values
Strongest force on any atom = 0.0794 hartree/bohr
Lowest unoccupied orbital energy = 1.0 eV
Highest occupied orbital energy = -8.6249 eV
Frontier orbital gap = 9.6307 eV
ΔE to the lowest compared entry with this formula, charge and spin = 3.928 eV
E_tot = -247.16287 Ha

```
! wB97M-V def2-TZVPD RIJCOSX def2/J DEFGRID3
* xyz 0 1
C 1.585 -0.640 0.757
C 0.572 0.008 0.214
C -0.866 0.086 0.171
N 1.588 0.744 -0.649
O 2.575 -0.103 -0.054
H 1.773 -1.277 1.648
H -1.182 -0.975 -0.085
H -1.227 0.187 1.191
H -1.385 0.731 -0.520
H 1.753 0.740 -1.623
*
```

Charges per atom according to Mulliken partitioning, unit e: -0.060 0.226 -1.037 -0.219 -0.296 0.326 0.239 0.269 0.323 0.228



6.
Below is the molecule C3H3O3P, with properties calculated with ωB97M-V/def2-TZVPD.

Calculated values
Strongest force on any atom = 0.0706 hartree/bohr
Lowest unoccupied orbital energy (alpha / beta) = -0.4 / -0.1 eV
Highest occupied orbital energy (alpha / beta) = -8.0052 / -7.9298 eV
Frontier orbital gap (alpha / beta) = 7.6124 / 7.8542 eV
ΔE to the lowest compared entry with this formula, charge and spin = 3.422 eV
E_tot = -683.07649 Ha

```
! wB97M-V def2-TZVPD RIJCOSX def2/J DEFGRID3
* xyz 0 1
C 1.507 1.046 0.109
C -0.803 0.478 -0.043
C -0.547 -1.012 0.113
O 2.552 1.585 0.171
O 0.318 1.348 -0.256
O 0.142 -1.645 -0.940
P 1.048 -1.747 0.471
H -1.451 0.633 -0.916
H -1.312 0.840 0.859
H -1.454 -1.526 0.432
*
```

Charges per atom according to Mulliken partitioning, unit e: 0.254 -0.338 0.013 -0.344 -0.216 -0.346 0.040 0.256 0.275 0.405



7.
Below is a structure of composition C37H41NO4PRuS4SeSi2, with properties calculated with ωB97M-V/def2-TZVPD.

Calculated values
Strongest force on any atom = 0.0149 hartree/bohr
Lowest unoccupied orbital energy (alpha / beta) = 4.1 / 3.9 eV
Highest occupied orbital energy (alpha / beta) = -1.9318 / -1.9318 eV
Frontier orbital gap (alpha / beta) = 6.0718 / 5.7909 eV
ΔE to the lowest compared entry with this formula, charge and spin = 0.000 eV
E_tot = -6799.92820 Ha

```
! wB97M-V def2-TZVPD RIJCOSX def2/J DEFGRID3
* xyz -2 2
Ru -1.870 0.885 -0.587
C -3.261 -1.053 3.459
Si -3.447 0.537 2.444
C -4.013 1.945 3.570
C -4.904 0.201 1.327
N -2.009 0.949 1.588
C -0.911 1.414 2.272
C -0.747 1.350 3.672
C 0.407 1.792 4.303
C 1.467 2.298 3.569
C 1.350 2.358 2.186
C 0.187 1.943 1.574
O 0.058 1.974 0.183
C 0.713 3.024 -0.467
C 0.378 4.331 -0.155
C 1.008 5.367 -0.825
C 1.960 5.092 -1.798
C 2.288 3.776 -2.090
C 1.668 2.731 -1.420
H -4.057 -1.129 4.207
H -2.301 -1.141 3.970
H -3.352 -1.912 2.787
H -4.833 1.616 4.218
H -4.388 2.756 2.940
H -3.221 2.353 4.198
H -5.757 -0.060 1.965
H -4.723 -0.643 0.665
H -5.176 1.057 0.709
H -1.539 0.933 4.277
H 0.476 1.717 5.383
H 2.385 2.611 4.049
H 2.174 2.696 1.574
H -0.380 4.520 0.592
H 0.735 6.391 -0.603
H 2.439 5.903 -2.334
H 3.034 3.553 -2.843
H 1.927 1.696 -1.599
O -5.329 -0.833 -2.655
S -3.936 -0.843 -2.294
O -2.971 -0.978 -3.351
O -3.658 0.330 -1.391
C -3.694 -2.264 -1.246
C -4.799 -3.064 -0.999
C -4.680 -4.191 -0.201
C -3.448 -4.508 0.345
C -2.347 -3.697 0.106
C -2.439 -2.558 -0.695
P -1.009 -1.386 -0.839
C -0.189 -1.831 -2.403
C -0.736 -2.721 -3.321
C -0.057 -3.019 -4.493
C 1.172 -2.429 -4.755
C 1.727 -1.552 -3.834
C 1.055 -1.253 -2.658
C 0.143 -2.157 0.361
C 0.220 -1.655 1.652
C 1.007 -2.279 2.609
C 1.736 -3.408 2.276
C 1.685 -3.904 0.980
C 0.897 -3.282 0.026
H -5.744 -2.778 -1.439
H -5.546 -4.810 -0.002
H -3.337 -5.384 0.973
H -1.403 -3.951 0.565
H -1.707 -3.158 -3.136
H -0.497 -3.703 -5.209
H 1.699 -2.658 -5.674
H 2.697 -1.105 -4.014
H 1.555 -0.627 -1.921
H -0.322 -0.756 1.898
H 1.084 -1.843 3.598
H 2.377 -3.878 3.012
H 2.281 -4.766 0.703
H 0.874 -3.669 -0.985
S -2.137 4.442 -3.360
C -2.057 3.191 -2.296
S -2.758 3.085 -0.726
S -1.216 1.675 -2.595
C 5.592 2.261 0.164
Si 5.214 0.516 -0.476
C 6.752 -0.505 -0.031
C 5.250 0.661 -2.370
Se 3.343 -0.328 0.295
H 6.572 2.615 -0.176
H 5.585 2.260 1.257
H 4.831 2.971 -0.169
H 7.666 -0.090 -0.469
H 6.630 -1.533 -0.382
H 6.869 -0.540 1.055
H 6.197 1.075 -2.738
H 4.437 1.306 -2.716
H 5.104 -0.325 -2.818
*
```

Charges per atom according to Mulliken partitioning, unit e: 0.295 -1.101 0.115 -1.230 -0.821 0.849 -1.253 -0.201 -1.397 -0.814 -0.346 0.761 1.620 -0.668 0.130 -0.915 -0.621 -0.754 0.616 0.469 0.299 0.173 0.376 0.273 0.374 0.467 -0.052 0.224 0.360 0.367 0.378 0.557 0.426 0.356 0.378 0.396 0.131 -0.846 1.285 -0.651 -0.591 -0.442 -0.266 -0.704 -0.627 -0.551 0.204 2.805 -0.135 -0.393 -0.804 -0.684 -0.886 0.487 -0.866 0.063 -0.619 -0.670 -0.798 -0.260 0.596 0.356 0.389 0.403 0.295 0.383 0.361 0.399 0.109 0.480 0.419 0.332 0.367 0.412 -0.346 0.525 -0.603 -0.375 -1.019 0.365 -1.145 -0.899 -0.378 0.362 0.250 0.226 0.303 0.228 0.248 0.385 0.125 0.181



8.
Below is a structure of composition C4H8O3V, with properties calculated with ωB97M-V/def2-TZVPD.

Calculated values
Strongest force on any atom = 0.0726 hartree/bohr
Lowest unoccupied orbital energy (alpha / beta) = 0.3 / 0.0 eV
Highest occupied orbital energy (alpha / beta) = -6.7830 / -8.5314 eV
Frontier orbital gap (alpha / beta) = 7.1199 / 8.5736 eV
ΔE to the lowest compared entry with this formula, charge and spin = 1.014 eV
E_tot = -1326.76243 Ha

```
! wB97M-V def2-TZVPD RIJCOSX def2/J DEFGRID3
* xyz 0 4
O -1.731 0.629 0.800
V 0.123 0.873 1.168
O 0.642 -0.879 0.678
C 1.699 -0.652 -0.220
C 2.371 0.722 -0.065
O 1.565 1.756 0.416
H 1.312 -0.728 -1.259
H 2.469 -1.434 -0.077
H 2.752 1.011 -1.067
H 3.222 0.582 0.638
C -2.306 0.434 -0.492
C -2.196 -0.801 0.306
H -1.705 0.515 -1.402
H -3.295 0.893 -0.569
H -3.197 -1.234 0.412
H -1.724 -1.687 0.731
*
```

Charges per atom according to Mulliken partitioning, unit e: -0.474 1.005 -0.766 -0.308 -0.223 -0.808 0.230 0.281 0.280 0.225 -0.134 -0.228 0.208 0.248 0.242 0.221